The following is a DFT calculation (ωB97M-V/def2-TZVPD) of a 3-piece molecular cluster, C2H11N2O2 overall.

Properties
LUMO level (spin up / spin down) ... -9.9 / -13.1 eV
Charge ... +2
Energy relative to the best compared isomer or geometry (same formula, charge and spin) ... 74.2 kcal per mole
Kohn-Sham gap (spin up / spin down) ... 8.0 / 4.9 eV
Spin multiplicity ... 2
E ... -9305.8475 eV
⟨S²⟩ ... 0.7835

Each atom is followed by the atoms it is bonded to, with distances in Å.
Element x y z (Å)
1 C 0.65720 -0.32720 -0.50651  C2 1.401, N4 1.331, H5 1.076
2 C 1.18695 0.66198 0.33301  C1 1.401, N3 1.500, H6 1.150
3 N 0.39730 0.92423 1.58149  C2 1.500, H7 1.077, H8 1.100, H9 1.049
4 N 1.35049 -1.08875 -1.34965  C1 1.331, H10 0.998, H11 1.061
5 H -0.41481 -0.41444 -0.53670  C1 1.076
6 H 2.29420 0.93955 0.47201  C2 1.150
7 H -0.38892 1.64266 1.42033  N3 1.077
8 H -0.11128 0.02328 1.95547  N3 1.100
9 H 0.96835 1.12119 2.43898  N3 1.049
10 H 2.16235 -1.66817 -1.30606  N4 0.998
11 H 1.03722 -1.48777 -2.28106  N4 1.061
12 H -0.52146 2.07550 -2.88647  O14 0.990
13 H -0.51556 2.75158 -1.56412  O14 0.950
14 O -1.10317 2.23396 -2.10172  H12 0.990, H13 0.950
15 H -3.03237 -2.84253 1.65052  O17 0.979
16 H -1.52383 -2.36981 1.43649  O17 0.959
17 O -2.44268 -2.17525 1.24398  H15 0.979, H16 0.959

The following is a DFT calculation (ωB97M-V/def2-TZVPD) of a 2-piece molecular cluster, C2H11N3O overall.

Properties
LUMO level ... 0.8 eV
Charge ... 0
Energy relative to the best compared isomer or geometry (same formula, charge and spin) ... 52.4 kcal per mole
Kohn-Sham gap ... 9.9 eV
Spin multiplicity ... 1
SMILES string ... NCN.NCO
E ... -8767.5418 eV

Each atom is followed by the atoms it is bonded to, with distances in Å.
Element x y z (Å)
1 N -0.75082 -0.60719 -0.64341  C2 1.555, H4 1.066, H5 1.127
2 C -1.57225 -0.06807 0.56150  N1 1.555, N3 1.518, H6 1.074, H7 1.108
3 N -2.40206 1.09361 0.04489  C2 1.518, H8 1.076, H9 1.195
4 H -0.85839 -1.66359 -0.55239  N1 1.066
5 H -1.34489 -0.36002 -1.56919  N1 1.127
6 H -0.84371 0.04745 1.34279  C2 1.074
7 H -2.39459 -0.74886 0.85727  C2 1.108
8 H -2.91648 1.70914 0.76158  N3 1.076
9 H -3.28944 0.67614 -0.63775  N3 1.195
10 N 2.59095 0.39990 -0.85966  C11 1.496, H13 1.005, H14 0.967
11 C 2.18093 0.10913 0.54884  N10 1.496, O12 1.462, H15 1.098, H16 1.082
12 O 1.17707 -0.89436 0.89942  C11 1.462, H17 1.001
13 H 1.93773 1.04598 -1.26720  N10 1.005
14 H 2.73574 -0.39594 -1.38991  N10 0.967
15 H 1.79336 1.00783 1.04572  C11 1.098
16 H 3.18183 -0.18560 0.83392  C11 1.082
17 H 0.77504 -1.16556 0.02358  O12 1.001

The following is a DFT calculation (ωB97M-V/def2-TZVPD) of a 2-piece molecular cluster, C2H11N3O overall.

Properties
LUMO level ... 0.8 eV
Charge ... 0
Energy relative to the best compared isomer or geometry (same formula, charge and spin) ... 23.9 kcal per mole
Kohn-Sham gap ... 9.5 eV
Spin multiplicity ... 1
SMILES string ... NCN.NCO
E ... -8768.7796 eV

Each atom is followed by the atoms it is bonded to, with distances in Å.
Element x y z (Å)
1 N 1.51850 -2.60106 2.37613  C2 1.434, H4 1.007, H5 1.014
2 C 1.50149 -1.67031 1.28499  N1 1.434, N3 1.462, H6 1.093, H7 1.087
3 N 2.27487 -2.04676 0.10222  C2 1.462, H8 1.001, H9 1.003
4 H 2.38376 -2.79830 2.85226  N1 1.007
5 H 0.99506 -3.46545 2.29328  N1 1.014
6 H 1.83103 -0.70971 1.68884  C2 1.093
7 H 0.46704 -1.52817 0.98281  C2 1.087
8 H 2.36932 -3.00858 -0.15856  N3 1.001
9 H 2.22243 -1.36891 -0.63588  N3 1.003
10 N -1.45248 1.12711 -1.76760  C11 1.477, H13 1.012, H14 1.017
11 C -1.72900 2.56697 -1.58676  N10 1.477, O12 1.458, H15 1.122, H16 1.109
12 O -2.11940 2.78470 -0.19921  C11 1.458, H17 0.971
13 H -2.20630 0.55253 -2.12195  N10 1.012
14 H -0.78172 1.30731 -2.51001  N10 1.017
15 H -2.55516 2.86354 -2.28625  C11 1.122
16 H -0.92021 3.29430 -1.80196  C11 1.109
17 H -2.09346 1.82761 -0.03576  O12 0.971

The following is a DFT calculation (ωB97M-V/def2-TZVPD) of a 3-piece molecular cluster, C2H11N3O2 overall.

Properties
LUMO level (spin up / spin down) ... 3.8 / 3.6 eV
Charge ... -1
Energy relative to the best compared isomer or geometry (same formula, charge and spin) ... 0.0 kcal per mole
Kohn-Sham gap (spin up / spin down) ... 3.0 / 9.5 eV
Spin multiplicity ... 2
E ... -10817.2718 eV
⟨S²⟩ ... 0.7503

Each atom is followed by the atoms it is bonded to, with distances in Å.
Element x y z (Å)
1 C 0.71827 -0.42874 -1.53322  N2 1.455, H6 1.091, H7 1.090, H8 1.098
2 N -0.11853 -0.63924 -0.36186  C1 1.455, C3 1.365, H9 1.013
3 C -0.23550 0.34923 0.57169  N2 1.365, N4 1.397, N5 1.289
4 N -0.79008 -0.04893 1.79079  C3 1.397, H10 1.015, H11 1.008
5 N 0.13317 1.55501 0.30569  C3 1.289, H12 1.013
6 H 0.78095 -1.37980 -2.06451  C1 1.091
7 H 1.73994 -0.16006 -1.26437  C1 1.090
8 H 0.33494 0.32377 -2.23555  C1 1.098
9 H -0.00877 -1.59386 -0.03976  N2 1.013
10 H -1.21024 -0.97205 1.76038  N4 1.015
11 H -1.38397 0.66470 2.18420  N4 1.008
12 H -0.03981 2.12053 1.12785  N5 1.013
13 H 1.84264 -3.33347 2.11593  O15 0.977
14 H 2.16276 -2.33278 0.98531  O15 0.986
15 O 1.45555 -2.93767 1.31131  H13 0.977, H14 0.986
16 H -0.59058 2.18215 -1.53425  O18 0.982
17 H -1.98630 1.85526 -2.14258  O18 0.958
18 O -1.35066 2.56239 -2.02577  H16 0.982, H17 0.958

The highest charge belongs to which entry? C2H11N2O2

What is the energy relative to the best compared isomer or geometry (same formula, charge and spin) in the fourth record? 0.0 kcal per mole